[1]
The following is a quantum chemistry calculation of a cluster of 2 separate species, C3H10NO2 in total, from the OMol25 dataset.

M ... 92.12 g mol⁻¹
Highest occupied orbital energy ... -2.6 eV
Electronic energy ... -325.5193 a.u.
Net charge ... -1

Geometry (Å):
O -1.625200 -1.409209 -2.195876
O 1.755564 1.708629 -0.693051
N -0.636890 0.162084 -0.104656
C 1.823300 0.658034 0.121455
C -1.057559 0.552664 1.229765
C 0.741895 -0.413688 -0.113688
H 1.741909 0.978910 1.198629
H -0.527570 1.013999 -0.654609
H -1.060388 -0.301680 1.913019
H -0.548695 1.410970 1.667943
H 0.746485 -1.141073 0.708543
H -1.348258 -0.794470 -1.494015
H -2.139556 0.755642 1.170318
H 2.746785 -0.006608 0.107922
H -1.525932 -2.276578 -1.785253
H 0.914103 -0.897623 -1.076443

Atoms 1-2, force components in eV/Å:
-0.3 -0.7 -0.5
-0.1 -0.1 -0.4

Atom charges from the natural (NBO) analysis, given in e for atoms 1 to 5: O -0.989; O -0.949; N -0.693; C -0.020; C -0.410

---

[2]
The following is a quantum chemistry calculation of a structure of composition CH3FIN, from the OMol25 dataset.

M ... 174.94 g mol⁻¹
Highest occupied orbital energy (alpha / beta) ... -5.6 / -10.1 eV
Electronic energy ... -491.9775 a.u.
2S+1 ... 3
⟨S²⟩ ... 2.02
Net charge ... 0

Geometry (Å):
I 0.528538 -2.004111 -1.307326
F 1.287226 -0.170372 0.858710
N -0.625428 0.976311 -0.570788
C 0.218643 -0.589174 0.240575
H 0.292651 1.458469 -0.512191
H -0.609956 -0.755991 0.961223
H -1.091674 1.084869 0.329797

Atoms 1-2, force components in eV/Å:
0.4 -2.3 -2.8
1.6 0.6 1.0

Atom charges from the natural (NBO) analysis, given in e for atoms 1 to 5: I 0.359; F -0.350; N -0.828; C -0.008; H 0.342

---

[3]
The following is a quantum chemistry calculation of the ion C3H10N3O with charge +1, from the OMol25 dataset.

SMILES ... C[C@H](/N=C\O)[NH2+]N
M ... 104.13 g mol⁻¹
Highest occupied orbital energy ... -14.2 eV
Electronic energy ... -359.4773 a.u.
Net charge ... +1

Geometry (Å):
O -3.169125 0.143559 0.281177
N 1.111915 -1.061412 -0.448036
N -1.248636 -1.025184 -0.140195
N 1.975817 -0.701901 0.574181
C -0.079328 1.300486 0.143201
C -0.227644 -0.097159 -0.633264
C -2.447556 -0.941256 0.188882
H 2.157889 -1.356504 1.379568
H 0.180684 1.018697 1.226730
H 2.056565 0.348952 0.723322
H 0.683577 -2.000788 -0.215266
H -0.249609 0.075748 -1.645340
H -3.073751 -1.818157 0.350714
H -2.689234 0.940651 0.067485
H 1.541576 -1.082413 -1.315753
H 0.827890 1.845224 -0.282140
H -0.951628 1.963574 0.105248

Atoms 1-2, force components in eV/Å:
-1.4 0.6 0.3
-3.2 0.4 2.6

Atom charges from the natural (NBO) analysis, given in e for atoms 1 to 5: O -0.627; N -0.348; N -0.611; N -0.701; C -0.674

---

[4]
The following is a quantum chemistry calculation of a structure of composition C41H36N4O7S6Sn, from the OMol25 dataset.

M ... 1007.87 g mol⁻¹
Highest occupied orbital energy ... -1.9 eV
Electronic energy ... -4933.1240 a.u.
Net charge ... -2

Geometry (Å):
Sn 0.119483 0.003978 0.544017
S -3.773062 -4.094493 -3.028036
S -7.505184 -3.341082 1.416687
S -5.000679 -1.970007 0.520063
S -2.557669 -1.475296 -1.137977
S 0.946420 3.054843 2.609364
S -5.970630 -4.147105 -1.009411
O -1.561605 4.278847 -0.591989
O 0.545179 4.168044 3.457216
O 1.958425 2.164938 3.169601
O -0.377964 2.383481 -0.752293
O 1.739779 -1.754060 8.166275
O 3.572935 -1.545702 7.060447
O 1.597057 0.465475 -1.962507
N -0.223424 2.193769 2.043314
N -0.835810 -0.936872 2.548916
N 1.789707 -0.467117 2.308874
N 2.354677 -1.539730 7.134492
C 1.701313 5.221330 1.050524
C 3.061893 -0.203747 2.137086
C -2.134326 -1.116917 2.641532
C -2.256839 -4.789681 -2.315499
C 0.858457 -2.309621 0.224004
C 1.756779 3.847185 1.217450
C 0.505813 -1.652639 -3.375583
C -1.046277 3.250926 -0.121752
C 1.574916 -1.308295 5.897941
C -3.987455 -2.357582 -0.881291
C -1.440059 -0.845395 -4.685527
C -2.774210 -1.443386 3.845834
C -2.297100 0.128090 -5.172702
C 3.651410 5.687723 -2.177055
C 0.243651 -1.495764 6.015107
C -0.621189 -1.364199 4.891753
C 2.645739 -3.853380 -0.432791
C -3.544036 -0.252879 -5.922815
C -0.085865 0.828912 -3.616466
C -0.676699 3.306047 -3.909529
C -0.906037 1.838805 -4.158772
C 2.197312 -0.933128 4.644244
C 3.559306 -0.641332 4.430122
C -0.340762 -0.524808 -3.899881
C -0.071187 -1.045454 3.650130
C -2.004523 1.462161 -4.917793
C 2.164540 -2.567534 -0.205959
C 1.816620 -4.948348 -0.224806
C 0.050047 -3.437651 0.414202
C 1.002682 1.225652 -2.705694
C -4.506497 -3.395198 -1.602398
C 3.984290 -0.284057 3.179641
C -2.011040 -1.565697 4.974796
C 3.052708 3.662275 -0.797533
C 3.005887 5.041466 -0.978081
C 2.323850 5.809334 -0.042206
C 0.512003 -4.734423 0.200789
C 2.426863 3.069461 0.285585
C 1.347563 -0.812242 3.529270
C -1.284800 2.975547 1.385161
C -6.229000 -3.163545 0.363352
H 4.296259 4.981958 -2.701843
H -2.504403 -5.524751 -1.551628
H -0.986866 -3.305655 0.714186
H -3.703655 0.394142 -6.787460
H 2.260759 6.884054 -0.179529
H 1.155939 5.810488 1.774071
H 4.257912 -0.690652 5.246464
H 0.267820 -2.570558 -3.915757
H -1.323245 3.895239 -4.560824
H -3.498953 -1.288356 -6.260581
H -2.456927 -1.812378 5.930911
H -1.655503 -3.987003 -1.890944
H 2.834106 -1.732623 -0.409722
H 0.356032 3.604655 -4.102426
H 2.434319 1.991902 0.386349
H 3.560381 3.038112 -1.525855
H -0.164727 -1.771539 6.976747
H -1.662687 -1.890494 -4.874226
H 3.365842 0.100383 1.142959
H -3.845164 -1.590026 3.858189
H -2.208397 2.390777 1.448682
H -2.661134 2.235516 -5.304056
H 5.021069 -0.036881 3.001304
H -4.414586 -0.159931 -5.269683
H 2.181011 -5.954942 -0.397933
H 1.268385 2.291125 -2.707942
H 2.898107 6.041914 -2.884758
H 1.571214 -1.444911 -3.465339
H -1.474017 3.931191 1.877287
H -2.688434 -1.005633 1.718032
H -0.150047 -5.581117 0.355665
H -1.712964 -5.273236 -3.126842
H 3.663944 -4.005665 -0.778280
H -0.895877 3.559432 -2.867785
H 0.314779 -1.822660 -2.315649
H 4.256352 6.548186 -1.883222

Atoms 1-2, force components in eV/Å:
-0.1 -0.4 -0.4
0.0 0.0 0.0

Atom charges from the Löwdin analysis, given in e for atoms 1 to 5: Sn 1.358; S 0.759; S 0.406; S 0.871; S 0.534

---

[5]
The following is a quantum chemistry calculation of the ion C2H3Cl2N2 with charge +1, from the OMol25 dataset.

M ... 125.97 g mol⁻¹
Highest occupied orbital energy (alpha / beta) ... -13.6 / -13.8 eV
Electronic energy ... -1107.3163 a.u.
Net charge ... +1

Geometry (Å):
Cl -3.131381 -2.121691 0.601927
Cl -0.382691 -2.382635 0.473108
N 0.837974 1.653634 -0.532588
N -1.752714 -2.833674 1.145900
C 0.823468 0.394513 0.076450
C 0.839023 -0.729112 0.509881
H 0.034313 1.883069 -1.140245
H 1.650082 1.618906 -1.169766
H 1.081925 2.516991 0.035333

Atoms 1-2, force components in eV/Å:
-0.4 0.3 -0.4
0.6 -0.4 -0.8

Atom charges from the natural (NBO) analysis, given in e for atoms 1 to 5: Cl 0.280; Cl 0.623; N -0.698; N -0.428; C -0.106

---

[6]
The following is a quantum chemistry calculation of a cluster of 2 separate species, C14H26Cl2N2O6P in total, from the OMol25 dataset.

M ... 420.25 g mol⁻¹
Highest occupied orbital energy ... -12.2 eV
Electronic energy ... -2371.4907 a.u.
Net charge ... +1

Geometry (Å):
Cl 0.623930 1.923871 3.277607
Cl 4.715479 2.030393 2.431289
P 2.157532 -1.622182 -2.104962
O -6.291324 -1.634313 -1.182126
O 0.727196 1.996973 -1.095668
O -6.251418 -1.322270 0.947514
O -4.467142 -0.664723 -0.271622
O 3.791857 -1.543958 -2.044067
O 3.401059 0.797223 -0.350283
N 0.666327 -0.340474 1.398924
N 2.303544 0.171665 0.160148
C 0.639816 -1.197500 0.326094
C 1.905792 2.105250 -1.860923
C 2.047450 1.579009 2.265872
C 3.274144 1.265411 3.154398
C -0.411444 1.619031 -1.868049
C 3.089470 2.093623 -0.929673
C -5.684042 -1.521788 -2.472042
C -1.609300 1.524278 -0.955640
C 1.688565 0.490496 1.296653
C -5.598407 -0.846822 2.126049
C 1.682596 -0.886112 -0.473708
C -5.564050 -1.160364 -0.177944
C 3.527988 -0.220522 3.358001
C 1.926265 -3.366383 -1.661102
H -4.750815 -2.080908 -2.505986
H 2.602898 -0.730432 3.639531
H -5.411185 0.222982 2.055384
H 2.866632 -3.803401 -1.322297
H 3.105498 1.742086 4.117464
H -1.533869 0.656412 -0.298017
H -4.661832 -1.378662 2.285189
H 0.010602 -0.286594 2.165456
H 4.250287 -0.369304 4.158052
H -1.704967 2.417666 -0.337609
H -5.501282 -0.477822 -2.719174
H -6.395067 -1.947554 -3.172481
H 2.961816 2.842155 -0.145547
H -0.567708 2.359175 -2.661928
H -0.224344 0.654288 -2.359936
H 2.234943 2.479844 1.687145
H 1.979971 1.322043 -2.627519
H 1.186191 -3.480100 -0.869576
H 4.086543 -0.769897 -2.538950
H -0.116222 -1.956885 0.219482
H -6.280802 -1.048949 2.945272
H 1.928695 3.066768 -2.394182
H 1.577145 -3.908075 -2.539167
H -2.524543 1.416217 -1.539031
H 3.999553 2.361796 -1.467222
H 3.916337 -0.667145 2.441190

Atoms 1-2, force components in eV/Å:
-0.1 -0.1 0.1
0.1 0.1 0.0

Atom charges from the natural (NBO) analysis, given in e for atoms 1 to 5: Cl 0.008; Cl -0.026; P 1.115; O -0.483; O -0.570

---

[7]
The following is a quantum chemistry calculation of the molecule C24H32FN3O4, from the OMol25 dataset.

SMILES ... CCCCCCCC(=O)N1CCN(c2cc3c(cc2F)c(=O)c(C(=O)O)cn3CC)CC1
M ... 445.54 g mol⁻¹
Highest occupied orbital energy ... -8.6 eV
Electronic energy ... -1498.9021 a.u.
Net charge ... 0

Geometry (Å):
F 3.079252 2.571050 -1.392105
O -2.976336 0.896863 -5.446017
O -3.345422 -1.276994 -5.166222
O -0.981134 1.968733 -4.200028
O 0.540404 -1.984247 1.026913
N 3.647645 0.109780 -0.189322
N -0.172074 -1.713985 -2.586782
N 2.220955 -0.691029 1.747098
C -0.002874 0.310825 1.457169
C -3.879989 1.841453 4.188537
C 0.924131 -0.885036 1.389722
C 1.236994 1.677706 -2.504659
C -2.599717 1.930072 1.985362
C -0.730635 0.848888 -3.731903
C -3.360077 1.057889 2.982778
C -1.200682 -1.520461 -3.424633
C 1.058721 -3.842606 -2.758659
C -1.514378 -0.330415 -4.011146
C 2.287797 1.500414 -1.650975
C -2.260860 1.198406 0.685397
C 3.198571 -1.711455 1.426051
C 1.773513 -0.816357 -1.453290
C -2.766041 2.356392 5.093232
C 2.577610 0.249829 -1.061487
C 0.394650 0.611761 -2.835041
C -2.696623 -0.286880 -4.925562
C 0.013119 -3.030500 -1.999171
C 4.062555 -1.210723 0.234355
C 0.671550 -0.659689 -2.297147
C -1.366475 -0.028033 0.856599
C 2.843730 0.563260 2.094682
C 3.757896 1.033765 0.922218
H -1.769310 1.899651 0.005220
H -3.189879 0.879293 0.208053
H 4.022254 -1.895132 -0.611921
H 2.020964 -3.337023 -2.773024
H -4.532465 1.188001 4.772494
H 3.490650 2.040786 0.617979
H -1.830095 -2.373518 -3.641366
H -4.209378 0.601592 2.468790
H -3.186547 2.833962 5.975203
H 2.654993 -2.624512 1.181917
H -0.946109 -3.549546 -2.044541
H -1.207860 -0.479373 -0.125047
H 0.436233 1.138125 0.893740
H 1.975654 -1.788005 -1.045040
H 3.821150 -1.897439 2.305678
H -0.113937 0.616087 2.499431
H -2.317359 1.573267 -5.117573
H -2.716531 0.251690 3.340111
H 1.181294 -4.813103 -2.286218
H 3.444861 0.402910 2.996869
H 0.273654 -2.918971 -0.943909
H 4.804187 1.047458 1.238350
H 0.740286 -3.995220 -3.787508
H 5.109032 -1.127008 0.541837
H -2.131117 1.535018 5.420240
H -1.683808 2.306809 2.442459
H -2.148956 3.087164 4.576698
H -3.217831 2.795917 1.735682
H -4.482541 2.683363 3.840558
H 1.042470 2.644791 -2.941808
H -1.858673 -0.776665 1.476667
H 2.088938 1.310957 2.324011

Atoms 1-2, force components in eV/Å:
0.0 -0.2 0.0
0.0 0.3 -0.1

Atom charges from the natural (NBO) analysis, given in e for atoms 1 to 5: F -0.327; O -0.678; O -0.613; O -0.649; O -0.665

---

Number 1: largest force on an atom 1.5 eV/Å. Number 2: largest force on an atom 5.0 eV/Å. Number 3: largest force on an atom 4.6 eV/Å. Number 4: largest force on an atom 0.6 eV/Å. Number 5: largest force on an atom 2.3 eV/Å. Number 6: largest force on an atom 0.5 eV/Å. Number 7: largest force on an atom 0.8 eV/Å.